This record from the Open Molecules 2025 dataset describes a cluster of 9 separate species, C52H57N4O12 in total. The level of theory is ωB97M-V with the def2-TZVPD basis set.

XYZ file:
```
125
Properties=species:S:1:pos:R:3:mulliken_charge:R:1
C -1.94 -0.71 0.93 -0.543
C -1.14 -1.96 0.86 -1.310
N 0.12 -1.73 0.10 0.300
C 1.14 -1.00 0.78 -0.529
C 2.01 -0.66 -0.22 -0.223
N 1.39 -1.03 -1.42 0.362
C 0.29 -1.70 -1.19 0.123
C 1.94 -0.64 -2.79 -2.595
H -1.36 0.15 1.37 0.359
H -2.74 -0.77 1.77 -0.036
H -2.14 -0.47 0.14 0.375
H -1.81 -2.68 0.29 0.252
H -1.03 -2.40 1.70 0.956
H 1.41 -0.80 1.90 0.241
H 2.75 0.07 -0.12 0.289
H -0.39 -1.91 -2.00 0.529
H 1.11 -0.70 -3.38 0.468
H 2.73 -1.02 -3.06 1.185
H 2.01 0.30 -3.00 0.871
N 5.02 1.62 -0.45 -0.407
C 4.92 1.42 0.86 -0.579
C 4.08 2.03 1.73 -0.143
C 3.22 3.09 1.12 -0.313
C 3.34 3.33 -0.24 -0.518
C 4.11 2.50 -1.02 -0.274
H 5.59 0.55 1.23 0.283
H 3.88 2.03 2.66 0.664
H 2.58 3.67 1.75 0.466
H 2.49 3.93 -0.57 0.318
H 4.14 2.46 -2.11 0.465
N -4.98 0.01 7.56 -0.547
C -4.49 -1.26 7.08 -0.383
C -4.35 -1.49 5.65 -0.626
C -4.61 -0.36 4.76 -0.353
C -5.16 0.76 5.28 -0.017
C -5.25 0.95 6.72 -0.263
H -4.28 -2.12 7.78 0.308
H -4.16 -2.44 5.45 0.647
H -4.44 -0.52 3.79 0.702
H -5.80 1.51 4.66 0.147
H -5.62 1.92 7.11 0.340
C -3.33 -2.12 -5.72 -0.300
C -2.97 -2.09 -7.26 -0.876
C -1.71 -2.39 -7.56 0.661
C -0.67 -2.57 -6.61 -0.549
C -0.99 -2.47 -5.21 -0.413
C -2.34 -2.28 -4.79 0.334
O -2.66 -2.18 -3.48 -0.539
O -1.18 -2.43 -8.89 -0.520
H -4.48 -1.84 -5.48 0.237
H -3.82 -2.00 -7.99 0.327
H 0.34 -3.04 -6.80 0.407
H -0.21 -2.56 -4.54 0.654
H -3.35 -1.51 -3.13 0.308
H -1.90 -2.71 -9.45 0.291
C -3.82 3.44 0.16 -0.671
C -3.29 4.85 0.71 -0.514
C -3.84 5.30 1.82 0.354
C -4.64 4.51 2.60 -0.509
C -4.96 3.10 2.29 -0.147
C -4.62 2.59 1.10 0.245
O -4.97 1.33 0.72 -0.547
O -3.60 6.50 2.32 -0.518
H -3.50 3.29 -0.80 0.559
H -2.67 5.58 -0.17 0.197
H -5.05 4.86 3.61 0.307
H -5.62 2.41 2.69 0.637
H -4.64 0.93 -0.11 0.280
H -2.97 6.44 2.91 0.309
C 3.13 -1.20 4.95 -0.485
C 4.51 -0.56 5.21 -0.848
C 4.70 0.79 5.58 0.241
C 3.40 1.45 5.46 -0.226
C 2.17 0.99 5.20 -0.819
C 1.95 -0.33 5.05 0.528
O 0.72 -0.86 4.71 -0.275
O 5.83 1.37 5.78 -0.481
H 3.02 -2.25 4.61 0.415
H 5.29 -1.13 5.12 0.649
H 3.42 2.57 5.54 0.235
H 1.46 1.62 5.53 0.587
H 0.17 -0.21 4.58 0.169
H 5.72 2.23 6.10 0.294
C 3.57 0.40 -6.52 -0.854
C 4.37 1.61 -5.99 -0.912
C 5.38 1.34 -4.96 0.097
C 5.42 0.08 -4.39 0.026
C 4.71 -1.01 -4.82 -0.908
C 3.71 -0.84 -5.85 0.609
O 2.94 -1.86 -6.21 -0.463
O 6.25 2.33 -4.51 -0.530
H 2.87 0.63 -7.11 0.698
H 4.31 2.48 -6.37 0.788
H 6.06 -0.22 -3.56 0.334
H 4.84 -2.01 -4.48 0.512
H 2.61 -1.70 -7.08 0.327
H 7.14 2.12 -4.76 0.330
C -1.64 1.69 -4.14 -0.603
C -0.68 2.23 -5.07 -1.162
C 0.23 3.24 -4.58 0.743
C 0.30 3.69 -3.31 -0.894
C -0.62 3.01 -2.39 -0.689
C -1.46 1.89 -2.73 0.322
O -2.25 1.37 -1.94 -0.220
O 1.24 3.91 -5.34 -0.533
H -2.28 0.97 -4.64 0.371
H -0.55 2.09 -6.05 0.633
H 0.94 4.40 -3.02 0.706
H -0.45 3.27 -1.45 0.777
H -2.91 0.81 -2.47 0.184
H 1.17 3.76 -6.32 0.310
C -0.84 -3.82 5.00 -0.095
C 0.44 -4.56 5.23 -0.788
C 0.55 -5.87 4.64 0.579
C -0.42 -6.35 3.76 -0.792
C -1.64 -5.51 3.57 -0.600
C -1.84 -4.28 4.09 0.137
O -2.79 -3.46 3.48 -0.352
O 1.61 -6.71 4.94 -0.555
H -0.65 -2.93 5.62 0.341
H 1.20 -4.33 5.92 0.555
H -0.22 -7.34 3.42 0.424
H -2.35 -5.80 2.95 0.587
H -3.34 -3.81 2.80 0.250
H 2.45 -6.22 4.84 0.326
```

As for the LUMO energy: -2.756 eV. Its net charge is +1. Its frontier orbital gap is 0.276 Ha. The value obtained for the relative energy (zero: lowest compared OMol25 entry of this formula, charge and spin) is 683.4 kJ/mol. Its total energy is -85352.0976 eV.